ORCA calculation (wB97M-V/def2-TZVPD) on 8 unconnected molecules or ions with the total composition C7H27ClNO8.

Each line ends with the Mulliken charge.
Geometry (Å):
Cl 7.704 -21.727 -27.285  -0.978
C 8.278 -17.280 -31.804  -0.465
O 8.894 -18.149 -30.836  -0.491
H 8.911 -16.550 -32.309  0.239
H 7.708 -17.900 -32.496  0.224
H 7.599 -16.691 -31.188  0.183
H 8.208 -18.714 -30.473  0.310
C 12.330 -24.758 -28.795  -0.493
O 11.419 -24.985 -27.761  -0.497
H 11.895 -24.891 -29.786  0.221
H 12.612 -23.710 -28.695  0.239
H 13.232 -25.355 -28.663  0.209
H 10.637 -24.431 -27.818  0.316
C 3.787 -20.027 -23.817  -0.549
O 4.525 -21.202 -23.662  -0.498
H 3.090 -19.789 -23.014  0.260
H 4.483 -19.190 -23.748  0.236
H 3.340 -19.954 -24.808  0.231
H 5.027 -21.335 -24.469  0.313
C 9.780 -20.212 -22.696  -0.513
O 9.532 -19.335 -23.752  -0.494
H 9.651 -19.691 -21.747  0.208
H 8.978 -20.949 -22.733  0.243
H 10.794 -20.609 -22.722  0.211
H 9.182 -19.925 -24.424  0.339
C 5.151 -26.051 -31.104  -0.562
O 4.803 -25.374 -29.939  -0.476
H 6.191 -26.372 -31.049  0.262
H 4.595 -26.989 -31.106  0.216
H 4.981 -25.525 -32.043  0.235
H 5.504 -24.718 -29.930  0.325
C 5.542 -16.079 -27.252  -0.534
O 6.555 -16.713 -26.580  -0.456
H 4.696 -16.364 -26.626  0.237
H 5.782 -15.016 -27.242  0.194
H 5.276 -16.450 -28.242  0.253
H 6.597 -17.610 -26.918  0.303
C 6.660 -26.100 -25.127  -0.622
N 7.338 -26.579 -23.927  0.873
O 8.130 -25.856 -23.380  -0.515
O 7.176 -27.741 -23.635  -0.550
H 5.741 -26.659 -25.301  0.286
H 7.233 -26.065 -26.054  0.270
H 6.303 -25.107 -24.855  0.255

Cartesian forces (eV/Å) of the 6 atoms listed first:
Cl -0.1 0.0 0.1
C -1.1 -0.5 1.6
O 1.0 0.5 -0.9
H 0.6 -0.7 0.2
H 0.0 0.3 -0.4
H -0.5 0.4 -0.5

The calculation puts the LUMO energy at 0.0955 Eh. As for the charge: -1. Its frontier orbital gap is 7.3 eV.

=====

ORCA calculation (wB97M-V/def2-TZVPD) on a molecular structure, C7H28BeN14O7.

Each line ends with the Löwdin spin population.
Geometry (Å):
Be 0.033 -0.026 0.138  0.432
C 3.167 0.687 1.657  0.012
O 2.325 0.342 0.812  0.077
N 4.023 1.610 1.629  0.003
N 3.368 0.131 2.819  0.001
H 4.315 1.862 2.563  0.001
H 3.986 2.260 0.857  0.000
H 2.519 -0.281 3.179  0.001
H 4.202 0.290 3.365  0.000
C 0.381 3.275 -1.014  0.011
O 0.625 2.341 -0.311  0.097
N 0.663 4.527 -0.778  0.002
N -0.129 3.260 -2.177  0.001
H 1.125 4.764 0.088  0.000
H 0.293 5.250 -1.378  0.001
H -0.341 4.090 -2.713  0.000
H -0.482 2.433 -2.637  0.000
C -3.155 1.107 -1.629  0.005
O -2.152 0.674 -1.173  0.064
N -3.359 2.391 -1.680  0.000
N -4.203 0.404 -2.040  0.001
H -2.509 2.833 -1.360  0.000
H -4.146 2.921 -2.025  0.000
H -5.058 0.927 -2.163  0.000
H -4.111 -0.584 -1.850  0.000
C 0.156 -3.159 -1.260  0.010
O -0.497 -2.097 -1.099  0.055
N 0.520 -3.548 -2.434  0.004
N 0.737 -3.853 -0.313  0.001
H 0.247 -2.936 -3.190  0.000
H 0.932 -4.466 -2.517  0.000
H 0.323 -3.989 0.598  0.000
H 1.331 -4.623 -0.587  0.000
C -3.140 -1.197 1.787  0.008
O -2.178 -1.198 0.998  0.070
N -3.763 -2.205 2.252  0.002
N -3.846 -0.188 2.047  0.001
H -4.501 -2.057 2.925  0.001
H -3.787 -3.025 1.663  0.000
H -3.427 0.704 1.827  0.003
H -4.830 -0.329 2.226  0.000
C 2.122 0.723 -2.855  0.003
O 1.212 0.321 -2.178  0.040
N 2.786 1.787 -2.597  0.000
N 2.265 0.304 -4.104  0.001
H 3.205 2.243 -3.395  0.000
H 2.404 2.126 -1.725  0.000
H 3.072 0.508 -4.676  0.000
H 1.571 -0.356 -4.427  0.000
C 0.723 -1.999 3.208  0.009
O 0.587 -1.565 2.050  0.077
N 1.830 -2.159 3.784  0.002
N -0.375 -2.323 3.781  0.001
H 1.816 -2.143 4.794  0.001
H 2.675 -2.095 3.234  0.000
H -1.205 -2.073 3.263  0.000
H -0.345 -2.621 4.746  0.000

Cartesian forces (eV/Å) of the 6 atoms listed first:
Be 0.1 -0.4 -0.1
C -3.6 -2.8 -2.3
O 1.0 0.6 0.4
N 3.9 6.0 -2.4
N -1.8 -4.1 3.9
H 0.4 1.1 -1.0

The calculation puts the LUMO energy (alpha / beta) at -0.0537 / -0.0586 Eh. As for the charge: +1. Its frontier orbital gap (alpha / beta) is 5.0 / 9.5 eV. The spin multiplicity is 2. The energy above the lowest of the compared OMol25 structures with the same formula, charge and spin is 168.45 kJ/mol.

=====

ORCA calculation (wB97M-V/def2-TZVPD) on a molecular structure, C7H28HgO7.

Each line ends with the Mulliken charge.
Geometry (Å):
Hg -0.192 -0.307 -0.426  0.862
C 1.239 1.750 -5.343  -0.562
O 0.572 2.234 -4.159  -0.431
H 0.482 1.429 -6.059  0.291
H 1.848 2.468 -5.891  0.287
H 1.864 0.875 -5.165  0.233
H 0.369 3.130 -4.439  0.335
C 1.603 -4.596 -3.045  -0.534
O 0.526 -3.677 -3.331  -0.464
H 2.579 -4.141 -2.880  0.238
H 1.453 -5.290 -2.218  0.284
H 1.801 -5.233 -3.907  0.270
H -0.135 -4.066 -3.908  0.338
C 2.402 -0.959 4.990  -0.435
O 2.151 -1.730 3.814  -0.447
H 2.769 -1.625 5.771  0.277
H 3.111 -0.187 4.691  0.241
H 1.464 -0.544 5.358  0.204
H 2.863 -2.354 3.659  0.342
C -0.696 4.765 2.102  -0.549
O -0.972 3.343 2.275  -0.458
H -0.459 5.056 1.079  0.222
H -1.581 5.370 2.300  0.284
H 0.179 5.092 2.665  0.276
H -1.295 3.324 3.179  0.332
C -3.546 -3.314 3.145  -0.468
O -3.047 -3.409 1.831  -0.430
H -2.760 -2.819 3.715  0.202
H -4.388 -2.628 3.228  0.259
H -3.844 -4.259 3.598  0.288
H -3.492 -4.143 1.402  0.340
C 5.067 2.257 -0.355  -0.452
O 4.494 0.965 -0.541  -0.437
H 5.965 2.106 0.243  0.265
H 5.413 2.560 -1.343  0.264
H 4.326 2.970 0.006  0.211
H 5.208 0.433 -0.900  0.341
C -5.713 0.955 -0.522  -0.460
O -4.679 0.538 -1.373  -0.432
H -6.503 1.477 -1.062  0.287
H -6.190 0.076 -0.088  0.248
H -5.248 1.649 0.178  0.196
H -5.008 0.457 -2.271  0.339

Cartesian forces (eV/Å) of the 6 atoms listed first:
Hg 0.0 0.0 0.0
C -0.3 -0.8 -0.3
O 1.1 -0.1 -1.0
H -0.2 -0.1 -0.2
H 0.0 0.5 0.5
H -0.1 0.1 0.6

The calculation puts the LUMO energy at -0.4736 Eh. As for the charge: +2. Its frontier orbital gap is 2.2 eV. The energy above the lowest of the compared OMol25 structures with the same formula, charge and spin is 738.24 kJ/mol.

=====

ORCA calculation (wB97M-V/def2-TZVPD) on 7 unconnected molecules or ions with the total composition C7H28N14O7.

Each line ends with the Mulliken charge.
Geometry (Å):
N -0.105 -4.079 -0.963  -0.342
C -0.012 -5.393 -1.090  0.642
N 1.251 -5.771 -1.257  -0.375
O -0.991 -6.181 -1.026  -0.654
H -0.978 -3.580 -0.863  0.203
H 0.731 -3.568 -0.718  0.125
H 1.402 -6.768 -1.319  0.232
H 1.913 -5.033 -1.062  0.164
N 2.294 3.741 -5.916  -0.402
C 3.284 4.513 -5.680  0.649
N 3.740 5.049 -6.749  -0.392
O 3.790 4.692 -4.631  -0.632
H 1.969 3.179 -5.142  0.224
H 1.781 3.940 -6.764  0.184
H 3.351 4.805 -7.648  0.157
H 4.340 5.861 -6.758  0.212
N -1.821 -0.081 7.696  -0.366
C -2.073 -0.873 6.717  0.654
N -3.380 -0.894 6.429  -0.425
O -1.309 -1.686 6.208  -0.674
H -0.958 -0.215 8.204  0.231
H -2.563 0.478 8.090  0.170
H -3.429 -1.431 5.574  0.223
H -4.061 -0.238 6.783  0.187
N 2.330 -0.460 1.439  -0.412
C 1.900 0.623 0.809  0.640
N 2.630 0.854 -0.210  -0.332
O 0.864 1.260 1.153  -0.685
H 3.178 -0.985 1.277  0.156
H 1.811 -0.791 2.240  0.224
H 2.769 1.791 -0.559  0.239
H 3.373 0.185 -0.355  0.173
N 7.066 -4.471 -5.151  -0.432
C 6.123 -3.894 -5.970  0.626
N 5.218 -3.475 -5.189  -0.298
O 6.183 -3.793 -7.238  -0.659
H 7.691 -5.003 -5.740  0.213
H 7.099 -4.488 -4.142  0.182
H 5.431 -3.704 -4.229  0.153
H 4.471 -2.854 -5.468  0.215
N -8.066 -1.197 0.885  -0.384
C -7.124 -0.620 1.546  0.625
N -5.922 -0.670 1.002  -0.402
O -7.311 -0.072 2.604  -0.646
H -7.858 -1.759 0.072  0.190
H -9.016 -0.937 1.109  0.226
H -5.048 -0.444 1.457  0.206
H -5.878 -0.635 -0.006  0.184
N -3.341 5.067 4.245  -0.383
C -2.609 6.120 4.028  0.672
N -1.712 5.899 3.102  -0.377
O -2.631 7.140 4.691  -0.656
H -3.930 5.078 5.065  0.213
H -3.177 4.200 3.752  0.170
H -1.622 4.940 2.798  0.152
H -1.058 6.632 2.867  0.210

Cartesian forces (eV/Å) of the 6 atoms listed first:
N -0.3 3.0 0.3
C -3.6 -2.7 0.6
N 1.1 -0.7 -0.3
O 1.9 1.5 -0.5
H 0.1 -0.5 0.1
H -0.4 0.2 -0.2

The calculation puts the LUMO energy at -0.0178 Eh. Its frontier orbital gap is 9.1 eV. The energy above the lowest of the compared OMol25 structures with the same formula, charge and spin is 538.40 kJ/mol.

=====

no.,calculated total energy (a.u.)
1,-1399.60071
2,-1591.35461
3,-962.60577
4,-1576.89964